Molecular formula: H5NP4
Method: DFT, ωB97M-V with the def2-TZVPD basis set

Element x y z (Å)
1 N -0.105 -0.705 -0.549
2 P -2.212 1.671 0.398
3 P -1.615 -0.628 0.192
4 P 1.844 1.468 0.203
5 P -0.046 0.983 -0.591
6 H -2.466 -1.257 -0.870
7 H -1.732 -1.552 1.300
8 H 1.244 1.741 1.291
9 H 1.607 2.914 -0.302
10 H 0.121 1.219 -1.891

Values from the calculation:
Kohn-Sham gap (eV): 7.503
HOMO level (eV): -7.9
Relative energy (zero: lowest compared OMol25 entry of this formula, charge and spin) (eV): 1.747
Net charge: 0

Per-atom natural (NBO) charges, elementary charge units: number 1, N, carries -1.27; number 2, P, carries -0.28; number 3, P, carries 0.81; number 4, P, carries 0.10; number 5, P, carries 0.79; number 6, H, carries -0.03; number 7, H, carries -0.02; number 8, H, carries -0.03; number 9, H, carries 0.00; number 10, H, carries -0.07